Entry from the OMol25 dataset: a structure of composition C12H30FNO6PS3 (wB97M-V/def2-TZVPD).

Results
E_HOMO, eV: -6.00
Frontier orbital gap, eV: 8.69
LUMO energy, Ha: 0.0987
Total charge: -1

Last column: natural (NBO) charge in e.
CARTESIAN COORDINATES (ANGSTROEM)
O  5.40498  -1.85493  0.18180  -0.941
S  5.72769  -1.17459  -1.02818  2.523
O  7.02099  -0.58965  -1.18400  -0.941
F  5.69183  -2.29415  -2.13403  -0.498
N  4.60422  -0.18481  -1.59476  -1.200
S  3.38637  0.16879  -0.64999  2.038
O  3.69439  0.39446  0.74365  -0.979
O  2.61694  1.20760  -1.29093  -0.957
P  1.97163  -1.50409  -0.63351  1.507
O  1.59724  -1.72683  0.90544  -0.984
O  0.65420  -0.95455  -1.33291  -0.984
S  2.60657  -3.10555  -1.49949  -0.623
H  2.22012  -1.16985  1.40327  0.528
H  0.52386  -1.48067  -2.12705  0.517
C  -0.61078  0.44432  2.48597  -0.613
C  0.18006  0.99418  3.67056  -0.399
C  1.01849  -0.06303  4.38729  -0.393
C  0.21729  -1.20894  5.00627  -0.398
C  -0.84475  -0.77780  6.01642  -0.397
C  -0.27021  -0.06265  7.23632  -0.609
H  -1.33655  -0.30985  2.79746  0.192
H  -1.16130  1.24557  1.99080  0.206
H  0.05508  -0.01806  1.76001  0.221
H  -0.50262  1.47697  4.37713  0.182
H  0.85203  1.77777  3.31253  0.210
H  1.61991  0.42480  5.15963  0.196
H  1.73559  -0.48786  3.67940  0.203
H  0.91505  -1.89539  5.49667  0.198
H  -0.26253  -1.78728  4.21253  0.206
H  -1.38636  -1.66729  6.35034  0.195
H  -1.58509  -0.13554  5.53199  0.194
H  0.44456  -0.70171  7.75914  0.199
H  -1.06114  0.20025  7.94122  0.202
H  0.24163  0.85947  6.95838  0.203
C  -2.84445  1.44263  -6.58064  -0.609
C  -2.02028  1.91410  -5.38537  -0.397
C  -1.20227  0.80222  -4.73132  -0.403
C  -2.02977  -0.34352  -4.14708  -0.390
C  -3.05875  0.07453  -3.09755  -0.397
C  -2.43380  0.72700  -1.86716  -0.616
H  -3.58199  0.69235  -6.29121  0.198
H  -3.38570  2.27538  -7.03347  0.203
H  -2.20106  1.00524  -7.34694  0.200
H  -2.67910  2.38057  -4.64783  0.192
H  -1.33294  2.69672  -5.71629  0.202
H  -0.57553  1.23559  -3.94834  0.217
H  -0.50998  0.38843  -5.47096  0.201
H  -1.34352  -1.06898  -3.69905  0.194
H  -2.54163  -0.87770  -4.95331  0.194
H  -3.61387  -0.81509  -2.78702  0.197
H  -3.79531  0.75235  -3.53969  0.186
H  -1.72156  0.05282  -1.39106  0.223
H  -3.20109  0.97932  -1.13282  0.201
H  -1.90679  1.64693  -2.12228  0.204

Forces on atoms 1 to 6 (eV/Å):
O -0.1 -0.1 0.2
S 0.2 0.5 -0.3
O -0.1 -0.1 0.0
F 0.0 -0.1 -0.2
N -0.1 -0.5 0.8
S -0.5 1.0 -0.5

Entry from the OMol25 dataset: a cluster of 3 separate species, C12H30IN2O4 in total (wB97M-V/def2-TZVPD).

Results
E_HOMO, eV: -3.64
Frontier orbital gap, eV: 6.33
LUMO energy, Ha: 0.0987
Total charge: -1

Last column: natural (NBO) charge in e.
CARTESIAN COORDINATES (ANGSTROEM)
I  2.57406  0.80840  -0.45282  -0.967
C  -0.05490  5.24850  3.00252  -0.242
O  0.32877  4.23939  2.12719  -0.521
C  1.69571  4.28037  1.76183  -0.080
C  2.61817  3.70190  2.83338  -0.252
N  2.40166  2.26715  2.96699  -0.635
C  3.08816  1.73269  4.13541  -0.233
C  4.58523  1.53654  3.89946  -0.079
O  4.76098  0.51432  2.95372  -0.537
C  6.00700  0.56569  2.31247  -0.238
H  0.46818  5.27797  3.96841  0.151
H  -1.12082  5.12784  3.20750  0.181
H  0.05491  6.25439  2.56029  0.146
H  2.04279  5.28765  1.48147  0.143
H  1.73474  3.69689  0.83907  0.235
H  2.27218  4.08748  3.79672  0.178
H  3.63122  4.00218  2.52728  0.164
H  2.83175  1.77105  2.17847  0.408
H  2.71818  0.72766  4.37474  0.195
H  2.94901  2.31017  5.05427  0.174
H  5.11510  1.20216  4.81048  0.148
H  5.01463  2.51849  3.65326  0.156
H  6.19932  -0.43040  1.91383  0.190
H  6.79524  0.79480  3.04852  0.141
H  6.09339  1.29014  1.49733  0.181
C  0.39725  -1.39606  -2.84571  -0.260
O  -0.63143  -2.34986  -2.67680  -0.539
C  -0.99601  -2.96856  -3.87241  -0.066
C  -2.26190  -3.75220  -3.67131  -0.242
N  -3.46568  -2.92055  -3.78733  -0.628
C  -4.67066  -3.69505  -3.61352  -0.257
C  -5.07217  -4.05552  -2.19094  -0.084
O  -5.09846  -2.92372  -1.35470  -0.543
C  -6.15713  -2.00527  -1.58480  -0.256
H  0.24385  -0.71875  -3.69559  0.155
H  1.33822  -1.90084  -3.12015  0.157
H  0.55869  -0.87091  -1.90992  0.248
H  -0.22128  -3.64889  -4.27556  0.152
H  -1.10968  -2.24721  -4.69758  0.166
H  -2.18980  -4.18507  -2.65716  0.176
H  -2.30714  -4.65553  -4.28496  0.183
H  -3.37586  -2.23999  -3.03833  0.373
H  -4.73854  -4.52892  -4.32247  0.199
H  -5.52725  -3.14808  -4.04977  0.181
H  -4.33018  -4.72332  -1.74710  0.187
H  -6.03157  -4.59382  -2.19427  0.157
H  -6.10277  -1.69752  -2.62936  0.172
H  -5.94028  -1.15087  -0.94817  0.198
H  -7.11490  -2.43690  -1.28387  0.163

Forces on atoms 1 to 6 (eV/Å):
I 0.2 0.1 -0.1
C -0.5 0.7 0.1
O 0.1 0.3 0.1
C 0.1 -0.4 -0.5
C -1.1 -0.4 -0.6
N 0.8 -0.1 0.4

Entry from the OMol25 dataset: a structure of composition C12H30InN2O4 (wB97M-V/def2-TZVPD).

Results
E_HOMO, eV: -19.71
Frontier orbital gap, eV: 4.44
LUMO energy, Ha: -0.5615
Total charge: +3

Last column: natural (NBO) charge in e.
CARTESIAN COORDINATES (ANGSTROEM)
In  -0.40050  -0.09390  -0.47920  1.659
C  -2.35995  2.06136  1.93560  -0.298
O  -1.41160  0.97907  1.94006  -0.580
C  -1.42089  0.23465  3.15053  -0.094
C  -0.34650  -0.86987  3.06751  -0.277
N  -0.56709  -1.67033  1.86148  -0.537
C  -1.86412  -2.37113  1.88670  -0.279
C  -1.81902  -3.49422  0.80721  -0.089
O  -1.54171  -2.82619  -0.43714  -0.571
C  -1.78806  -3.72824  -1.52592  -0.267
H  -2.08187  2.84659  1.23321  0.218
H  -2.39724  2.62785  2.87040  0.230
H  -3.40762  1.80518  1.77057  0.217
H  -2.42924  -0.15086  3.31635  0.213
H  -1.18704  0.94448  3.94818  0.238
H  -0.34352  -1.53000  3.94002  0.264
H  0.65450  -0.43932  3.03030  0.235
H  0.18594  -2.31559  2.10739  0.424
H  -2.73424  -1.78801  1.59192  0.237
H  -1.99931  -2.79319  2.88458  0.259
H  -2.81863  -3.93347  0.86392  0.226
H  -1.16842  -4.34696  1.01344  0.221
H  -1.50261  -3.32124  -2.49455  0.208
H  -2.82789  -4.05052  -1.56853  0.219
H  -1.12267  -4.58008  -1.36344  0.210
C  -1.35491  1.47907  -3.91980  -0.238
O  -0.20411  1.33134  -3.03550  -0.597
C  1.03482  1.72231  -3.68899  -0.078
C  2.18604  1.77757  -2.65194  -0.283
N  2.16719  0.48157  -1.91822  -0.451
C  3.31519  0.35715  -0.97379  -0.257
C  3.10934  1.33848  0.19266  -0.085
O  1.87513  1.03701  0.86413  -0.600
C  1.86020  1.66284  2.16294  -0.265
H  -1.50653  2.55162  -4.03348  0.217
H  -2.12384  1.07261  -3.26509  0.184
H  -1.20711  0.93316  -4.84912  0.219
H  0.88539  2.71329  -4.11758  0.238
H  1.19749  0.95899  -4.45155  0.205
H  1.97248  2.59879  -1.96936  0.236
H  3.11924  2.00155  -3.17301  0.278
H  2.12144  -0.29687  -2.57073  0.416
H  4.16449  0.71416  -1.56213  0.265
H  3.41561  -0.68578  -0.68305  0.245
H  3.02779  2.37600  -0.13174  0.205
H  3.92714  1.26600  0.91046  0.239
H  2.14518  2.71598  2.13906  0.219
H  2.67147  1.21187  2.74084  0.204
H  0.90014  1.48526  2.63442  0.196

Forces on atoms 1 to 6 (eV/Å):
In 1.7 -0.2 1.5
C -0.7 1.4 0.3
O 0.1 0.3 -1.3
C 0.2 -0.1 0.5
C -0.9 2.0 -0.1
N 0.4 0.5 0.7

Entry from the OMol25 dataset: a structure of composition C12H30LiN2O4 (wB97M-V/def2-TZVPD).

Results
Multiplicity: 2
E_HOMO (spin up / spin down), eV: -1.77 / -9.57
Frontier orbital gap (spin up / spin down), eV: 1.84 / 9.78
LUMO energy (spin up / spin down), Ha: 0.0026 / 0.0077
Total charge: 0

Last column: Mulliken spin population.
CARTESIAN COORDINATES (ANGSTROEM)
Li  -0.04969  0.18658  -0.07711  2.333
C  0.71778  -1.82434  -2.44389  -0.290
O  1.04716  -0.99955  -1.31093  -0.527
C  2.21907  -1.37245  -0.60759  -0.049
C  2.63735  -0.29471  0.36803  -0.066
N  1.63585  0.07324  1.44583  0.159
C  1.84126  1.38607  2.06399  -0.170
C  0.53274  2.11345  2.10968  -0.045
O  0.06900  2.29982  0.77729  -0.006
C  0.79258  3.23612  -0.03208  -0.020
H  -0.34717  -1.64332  -2.58961  0.312
H  1.04043  -2.86105  -2.34787  0.024
H  1.25227  -1.44230  -3.31365  0.021
H  2.99423  -1.65019  -1.32179  -0.008
H  2.06333  -2.30137  -0.05899  0.022
H  2.94880  0.62097  -0.13458  -0.046
H  3.48585  -0.66485  0.94349  0.048
H  1.68138  -0.65886  2.14014  -0.038
H  2.66602  1.95374  1.63315  -0.006
H  2.13632  1.20814  3.09810  0.044
H  0.58135  3.01586  2.71910  0.023
H  -0.18557  1.46115  2.60630  0.014
H  0.81766  4.22519  0.42531  0.010
H  0.27085  3.45055  -0.96478  0.012
H  1.72801  2.74119  -0.29305  -0.006
C  -0.18524  -3.61099  1.60940  0.010
O  -0.50006  -2.21003  1.50198  -0.348
C  -1.91044  -1.97105  1.71586  0.276
C  -2.24050  -0.52392  1.33371  -0.345
N  -1.98265  -0.35090  -0.07676  -1.351
C  -2.59546  0.89664  -0.53384  -0.258
C  -2.10514  1.21252  -1.92426  -0.088
O  -0.68186  1.09798  -1.89138  -0.405
C  0.02431  1.49908  -3.11556  0.002
H  -0.60929  -4.10947  0.73773  0.086
H  -0.55382  -4.09425  2.51422  -0.018
H  0.89584  -3.68208  1.48972  0.004
H  -2.05351  -2.05358  2.79327  -0.001
H  -2.54812  -2.72873  1.26046  0.103
H  -1.66883  0.08565  2.03352  0.078
H  -3.30075  -0.45066  1.57577  -0.046
H  -2.46714  -1.08227  -0.57722  1.056
H  -2.33767  1.70318  0.15255  0.046
H  -3.65776  0.66069  -0.47112  -0.040
H  -2.41942  2.18919  -2.29229  0.054
H  -2.47527  0.42308  -2.57839  0.338
H  0.09590  2.58342  -3.03078  -0.011
H  -0.34553  1.11951  -4.06806  0.092
H  1.04544  1.13793  -2.99322  0.022

Forces on atoms 1 to 6 (eV/Å):
Li 0.0 -0.2 -0.4
C 0.2 1.1 0.1
O 0.4 -0.1 0.5
C -0.5 -0.5 0.0
C 0.1 0.4 1.3
N 0.2 -0.3 -2.1

Number 1: DFT total energy -2617.369983 Eh. Number 2: DFT total energy -1183.352786 Eh. Number 3: DFT total energy -1074.547909 Eh. Number 4: DFT total energy -893.065577 Eh.